[1]
Computed, not measured: a cluster of 3 separate species, C3H8O5 in total, with ωB97M-V/def2-TZVPD.

Structure (XYZ):
```
16
Properties=species:S:1:pos:R:3:forces:R:3
O 0.6291 -0.1826 -1.5063 -1.3 0.6 0.6
C -0.0292 0.8299 -1.1912 2.2 0.5 -2.8
O 0.6307 1.8749 -0.6244 -0.7 -0.6 0.4
O -1.0010 1.2870 -2.0375 -0.2 -0.2 0.9
H 0.0685 2.6610 -0.6449 0.0 -0.1 0.0
H -1.2410 0.5663 -2.6354 0.1 -0.1 0.1
C -0.4631 -0.3536 1.4299 -1.7 0.7 -0.4
C -1.3155 0.1795 0.4906 0.0 -0.8 1.8
H -0.4612 -1.4119 1.6474 0.4 0.0 -0.3
H 0.0215 0.2927 2.1473 0.1 0.0 0.0
H -1.7138 1.1701 0.6718 0.4 0.3 -0.3
H -1.9886 -0.4900 -0.0297 0.1 0.0 -0.2
O 1.5963 -0.8988 0.6660 0.1 0.1 -1.3
O 1.5842 -2.3378 0.7285 0.0 0.1 0.0
H 1.2880 -0.6815 -0.3434 0.7 -0.5 1.6
H 2.3951 -2.5052 1.2314 -0.1 0.1 -0.2
```
Forces are in eV/Å.

- Structure (SMILES): O=C(O)O.C=C.OO
- Kohn-Sham gap: 9.12 eV
- E_HOMO: -8.89 eV
- Maximum force: 3.624 eV/A

***

[2]
Computed, not measured: a structure of composition C3H8O8, with ωB97M-V/def2-TZVPD.

Structure (XYZ):
```
19
Properties=species:S:1:pos:R:3:forces:R:3
C 0.2032 -0.6904 0.0352 -2.6 2.2 -1.1
C -1.5145 0.3191 -0.0806 4.6 -1.2 1.0
C 1.3443 0.3161 -0.1172 -3.6 1.0 -0.6
O 0.2037 -1.2507 1.2868 0.7 0.9 1.9
O 0.1696 -1.6203 -1.0029 -0.3 0.0 0.8
O -1.5292 1.3966 -0.9020 -0.3 -1.1 -1.7
O -1.7210 0.5948 1.2274 -1.1 1.0 1.0
O -2.2935 -0.6806 -0.5046 -1.4 -3.2 0.3
O 1.1270 1.2592 0.9212 0.3 0.1 0.4
O 1.1843 0.8938 -1.3684 1.9 1.1 -0.5
O 2.5874 -0.0744 -0.0096 4.4 -4.4 1.1
H 0.3864 -0.4760 1.9542 -0.7 -1.9 -1.9
H -0.7667 -1.8662 -1.2013 1.0 0.5 0.2
H -1.4228 1.0060 -1.8284 0.0 1.0 1.7
H -2.6724 0.8044 1.4070 1.0 -0.2 -0.4
H -2.1160 -1.4358 0.1633 -0.7 1.7 -1.4
H 1.9820 1.3031 1.3782 -0.3 0.3 -0.1
H 2.1023 1.2711 -1.5637 -1.9 -0.6 0.1
H 2.7459 -1.0698 0.2054 -0.8 2.6 -0.6
```
Forces are in eV/Å.

- Kohn-Sham gap: 8.90 eV
- E_HOMO: -8.48 eV
- Maximum force: 6.327 eV/A

***

[3]
Computed, not measured: a cluster of 2 separate species, C3H8OS in total, with ωB97M-V/def2-TZVPD.

Structure (XYZ):
```
13
Properties=species:S:1:pos:R:3:forces:R:3
C 0.3407 -0.8622 -0.9917 -1.7 -1.2 -1.9
C 0.1118 -1.6709 -2.1042 1.3 1.1 1.3
O 0.0901 -3.0650 -1.9298 -0.3 1.5 -0.1
H 0.3846 0.2210 -0.9361 0.1 -0.1 -1.2
H 0.0898 -1.1831 0.0101 0.6 -1.0 0.0
H 0.0832 -1.3084 -3.1953 0.2 -0.5 1.9
H 0.0097 -3.5093 -2.7777 -0.1 0.2 -0.1
C -0.4696 2.0495 1.6308 -2.6 -3.1 0.3
S 0.9656 1.1405 2.4067 -1.1 0.1 -1.1
H -1.5960 1.8572 1.9867 2.7 0.2 0.3
H -0.3169 3.0818 1.6668 0.4 1.5 -0.5
H -0.6025 1.5573 0.6423 0.7 1.0 0.3
H 0.9095 1.6916 3.5914 -0.1 0.4 0.8
```
Forces are in eV/Å.

- Structure (SMILES): C=CO.CS
- Kohn-Sham gap: 9.79 eV
- E_HOMO: -8.94 eV
- Maximum force: 4.009 eV/A

***

[4]
Computed, not measured: a cluster of 2 separate species, C3H8OS in total, with ωB97M-V/def2-TZVPD.

Structure (XYZ):
```
13
Properties=species:S:1:pos:R:3:forces:R:3
C -1.1721 -0.5367 0.7445 0.4 -2.8 4.9
C -0.1676 -0.0324 -0.2611 0.1 -5.0 -1.3
C 0.7643 1.0273 -0.0654 0.2 4.6 1.7
H -1.9271 0.1962 0.8315 -1.2 0.7 -0.2
H -1.6974 -1.6351 0.7784 1.5 2.7 -1.3
H -0.8234 -0.5736 1.9257 0.0 0.3 -2.9
H -0.7799 0.2693 -1.0943 -0.1 0.1 -0.5
H 0.6389 -2.6867 0.5119 0.9 2.5 -2.8
H -0.0536 1.7088 0.4722 2.7 0.2 -0.6
H 1.8463 0.8772 0.5062 -3.3 0.3 -1.3
H 1.3887 1.0441 -1.9726 1.1 -1.3 -0.9
O 0.9256 1.6166 -1.4015 -0.5 1.5 2.4
S 1.0571 -1.2749 -0.9754 -1.7 -3.8 2.7
```
Forces are in eV/Å.

- Kohn-Sham gap: 7.76 eV
- E_HOMO: -9.05 eV
- Maximum force: 5.678 eV/A

***

[5]
Computed, not measured: an isolated molecule of C3H8OS, with ωB97M-V/def2-TZVPD.

Structure (XYZ):
```
13
Properties=species:S:1:pos:R:3:forces:R:3
C 1.5732 0.6237 1.8716 -1.0 1.5 5.5
O 0.5445 0.6127 0.8012 1.4 -0.3 2.1
C -0.6503 -0.1489 0.8673 -1.5 -1.9 -3.0
S -1.1297 -0.0278 -1.0754 1.9 -1.6 2.2
C 0.4658 -0.9010 -1.6485 0.5 0.5 1.5
H 1.9913 1.7994 2.0772 -0.9 -3.5 -1.5
H 2.5059 -0.2190 2.1093 -2.9 2.2 -1.8
H 0.9229 0.5887 3.0275 1.8 -0.3 -3.4
H -0.5677 -1.3336 1.0317 0.3 2.8 0.0
H -1.6934 0.2116 1.2231 2.4 0.1 0.5
H 0.3812 -0.4271 -2.6532 1.0 -1.2 0.3
H 1.4327 -0.4151 -1.0128 -2.9 -1.5 -2.0
H 0.4143 -2.1040 -1.5483 0.1 3.1 -0.5
```
Forces are in eV/Å.

- Structure (SMILES): COCSC
- Kohn-Sham gap: 9.42 eV
- E_HOMO: -8.62 eV
- Maximum force: 5.800 eV/A

***

[6]
Computed, not measured: a cluster of 2 separate species, C3H8OS in total, with ωB97M-V/def2-TZVPD.

Structure (XYZ):
```
13
Properties=species:S:1:pos:R:3:forces:R:3
C 0.8388 -1.1954 0.4320 2.5 -0.5 -3.3
C -0.9926 0.5079 0.0515 -1.2 0.7 -4.7
C 0.3964 0.1960 0.2536 1.7 1.6 0.3
O -1.0806 -0.2240 -2.1207 -2.7 1.4 1.8
S 0.6580 1.1869 1.9551 -0.7 -1.7 -0.7
H 1.0364 -1.4952 -0.6780 -1.0 -0.4 1.9
H 1.8791 -1.1783 0.7786 -0.3 0.0 0.4
H 0.2749 -1.8901 0.9751 -1.0 -0.8 0.7
H -1.3950 1.4888 -0.3285 1.1 -1.0 0.8
H -1.7735 -0.1540 0.3268 -0.4 -0.6 0.8
H 1.1207 0.5547 -0.5732 -1.5 0.5 1.6
H -2.0698 0.0015 -2.3756 3.0 -0.7 0.9
H 1.1073 2.2011 1.3033 0.5 1.5 -0.6
```
Forces are in eV/Å.

- Kohn-Sham gap (spin up / spin down): 8.55 / 8.33 eV
- E_HOMO (spin up / spin down): -9.22 / -9.03 eV
- Maximum force: 4.845 eV/A

***

[7]
Computed, not measured: a cluster of 2 separate species, C3H8OS in total, with ωB97M-V/def2-TZVPD.

Structure (XYZ):
```
13
Properties=species:S:1:pos:R:3:forces:R:3
C 2.6685 -0.8481 -0.4604 -0.2 1.5 -0.8
C -0.5676 -0.2568 1.3027 -0.9 -0.6 -1.1
C -1.1946 0.3234 -1.2773 -1.6 -1.5 2.9
O 0.4332 1.8837 0.2876 0.4 2.7 0.0
S 0.2548 0.5269 -0.1476 -0.4 -2.6 -0.2
H 2.1513 -1.3867 0.3505 0.5 0.6 0.5
H 3.0872 0.2179 -0.2288 -0.8 -1.9 0.4
H 0.0990 -1.0158 1.7443 -0.4 0.6 0.0
H -0.9119 0.5603 1.9728 0.6 -0.6 -0.4
H -1.4579 -0.7408 0.8269 0.7 0.1 1.1
H -1.0461 0.5118 -2.2792 1.0 0.4 -2.1
H -1.5055 -0.8026 -1.1471 0.5 2.2 -0.4
H -2.0104 1.0266 -0.9442 0.7 -0.9 0.0
```
Forces are in eV/Å.

- Kohn-Sham gap (spin up / spin down): 8.38 / 8.42 eV
- E_HOMO (spin up / spin down): -8.70 / -8.73 eV
- Maximum force: 3.670 eV/A

***

[8]
Computed, not measured: a cluster of 2 separate species, C3H8OS in total, with ωB97M-V/def2-TZVPD.

Structure (XYZ):
```
13
Properties=species:S:1:pos:R:3:forces:R:3
O 2.1077 1.6493 -1.7295 -2.0 1.2 1.1
C 1.3792 2.6199 -1.5262 1.8 -1.8 0.6
H 0.6945 2.7297 -0.5855 0.8 -0.2 -1.5
H 1.5324 3.4309 -2.2250 -0.7 0.8 -0.1
C -0.2112 0.1007 0.6110 0.2 0.3 -0.3
S -1.0527 -0.9016 1.8676 0.4 -0.5 -1.6
C -1.1104 -2.4134 0.7986 0.3 -0.4 0.9
H -0.9170 0.6534 -0.0918 0.6 -0.5 1.3
H 0.5439 0.7548 1.1006 -0.8 -0.2 -0.4
H 0.2852 -0.6436 -0.0194 0.2 0.4 0.1
H -0.0366 -2.8575 0.7879 -1.8 0.6 0.3
H -1.3040 -2.0164 -0.2152 -0.2 -0.5 0.5
H -1.9109 -3.1063 1.2269 1.3 0.8 -0.8
```
Forces are in eV/Å.

- Total charge: +1
- 2S+1: 2
- <S²>: 0.7532
- Kohn-Sham gap (spin up / spin down): 9.47 / 4.71 eV
- E_HOMO (spin up / spin down): -13.36 / -13.36 eV
- Maximum force: 2.557 eV/A

***

[9]
Computed, not measured: a cluster of 2 separate species, C3H8OS in total, with ωB97M-V/def2-TZVPD.

Structure (XYZ):
```
13
Properties=species:S:1:pos:R:3:forces:R:3
O -1.8357 0.8415 -0.3321 0.7 0.3 0.3
C -2.1935 1.9729 -0.0783 -1.0 -1.6 -0.7
H -1.5761 2.8184 -0.3379 0.3 0.7 0.2
H -3.2270 2.0741 0.2743 0.1 0.7 0.3
C 0.6031 -0.6694 -1.3045 0.5 1.8 -0.5
S 0.8542 -1.2773 0.3493 -0.5 -0.4 -0.2
C 1.4820 0.1763 1.1117 -0.6 1.0 0.7
H 0.5208 0.4838 -1.1846 0.2 -2.1 -0.6
H 1.4871 -1.0031 -1.9359 -0.8 0.5 0.8
H -0.3041 -1.0338 -1.7967 0.1 -0.2 0.5
H 0.6036 0.8193 1.5151 1.3 -1.2 -0.5
H 1.9146 0.7117 0.2826 0.4 0.5 0.0
H 2.2485 -0.0438 1.8773 -0.7 0.0 -0.2
```
Forces are in eV/Å.

- Total charge: +1
- 2S+1: 2
- <S²>: 0.7530
- Kohn-Sham gap (spin up / spin down): 10.90 / 5.90 eV
- E_HOMO (spin up / spin down): -14.04 / -14.04 eV
- Maximum force: 2.189 eV/A

***

[10]
Computed, not measured: an isolated molecule of C3H8OS2, with ωB97M-V/def2-TZVPD.

Structure (XYZ):
```
14
Properties=species:S:1:pos:R:3:forces:R:3
O 0.9858 0.1023 1.5549 0.2 0.7 -1.0
C 0.5305 1.0972 0.5657 -1.2 -2.0 1.6
C -0.8557 0.6305 0.1161 -0.1 1.1 -0.8
C -0.9625 -0.3327 -1.0831 -1.2 -0.1 -0.4
S 0.4661 -1.1554 -1.7628 0.7 -0.3 0.4
S 0.8158 -2.6848 -0.4044 -0.1 0.1 -0.2
H 1.9194 0.3106 1.6009 0.4 -0.3 0.5
H 1.2452 1.1223 -0.2443 0.0 0.4 -0.3
H 0.4202 2.0142 1.1327 0.2 0.5 -0.4
H -1.3487 1.5692 -0.1986 -0.1 -0.4 0.1
H -1.4860 0.2275 0.9147 0.6 0.2 0.3
H -1.3941 0.2045 -1.9568 0.3 -0.3 0.4
H -1.6919 -1.1254 -0.8478 0.3 0.3 -0.1
H 1.3559 -1.9798 0.6128 -0.1 0.1 -0.2
```
Forces are in eV/Å.

- Structure (SMILES): OCCCSS
- Kohn-Sham gap: 9.49 eV
- E_HOMO: -8.85 eV
- Maximum force: 2.846 eV/A

***

[11]
Computed, not measured: an isolated molecule of C3H8OSi, with ωB97M-V/def2-TZVPD.

Structure (XYZ):
```
13
Properties=species:S:1:pos:R:3:forces:R:3
C 1.9658 0.3778 -0.7103 -0.5 -1.7 1.2
Si 0.7490 0.0287 0.7583 -1.7 -0.2 -1.5
C -1.0386 0.1760 -0.0975 0.7 2.2 1.5
C -2.1155 -0.7832 0.1657 0.4 -1.0 0.8
O -3.2538 -0.7106 -0.1859 -0.8 0.4 -0.5
H 2.9508 -0.0824 -0.6896 0.0 -0.1 0.3
H 1.4507 -0.0648 -1.5598 0.0 0.4 -0.3
H 2.1049 1.4349 -0.7631 -0.2 0.7 -0.3
H 0.5762 -1.1345 1.6591 0.6 -0.6 -0.6
H 0.8069 0.9854 1.7855 0.3 1.5 0.9
H -1.5198 1.1897 -0.0126 0.6 -0.6 0.5
H -0.8776 0.2172 -1.1228 0.5 -0.4 -2.3
H -1.7991 -1.6343 0.7731 0.0 -0.6 0.3
```
Forces are in eV/Å.

- Structure (SMILES): C[SiH2]CC=O
- Kohn-Sham gap: 10.46 eV
- E_HOMO: -9.69 eV
- Maximum force: 2.754 eV/A

***

[12]
Computed, not measured: a cluster of 2 separate species, C3H8OSi in total, with ωB97M-V/def2-TZVPD.

Structure (XYZ):
```
13
Properties=species:S:1:pos:R:3:forces:R:3
C 0.3045 -1.2646 0.0030 1.4 0.9 0.5
C 0.6261 -0.3264 -0.8476 0.1 1.9 -2.3
C 1.0645 -2.5342 0.2679 -1.6 -0.8 0.6
O -2.0404 2.3249 0.8781 -0.5 -0.4 0.4
Si -0.6669 2.3665 -0.0196 0.7 -1.0 0.4
H -0.4213 -1.0000 0.7479 -0.4 -0.1 0.3
H 1.2191 -0.1940 -1.8645 -1.1 -0.4 2.7
H 1.0259 -2.7286 1.3828 0.0 -0.2 -1.4
H 2.0744 -2.5975 -0.0613 0.8 0.5 -0.3
H 0.5083 -3.2691 -0.3350 0.2 -0.5 0.7
H -2.7872 2.8509 0.5793 0.0 -0.2 0.0
H 0.0671 3.4899 0.5535 0.9 0.0 0.4
H -0.9740 2.8821 -1.2845 -0.5 0.3 -1.9
```
Forces are in eV/Å.

- Kohn-Sham gap (spin up / spin down): 8.01 / 7.80 eV
- E_HOMO (spin up / spin down): -8.44 / -7.87 eV
- Maximum force: 3.012 eV/A

***

[13]
Computed, not measured: an isolated molecule of C3H8S, with ωB97M-V/def2-TZVPD.

Structure (XYZ):
```
12
Properties=species:S:1:pos:R:3:forces:R:3
C -0.9033 0.6139 -1.1929 0.0 0.0 -0.1
C 0.0105 -0.4266 -0.5396 -0.2 0.2 -0.5
C 0.5352 0.0412 0.8084 -0.5 0.1 0.1
S 0.9557 -1.4082 1.8131 0.2 0.0 0.0
H -1.0055 0.4458 -2.2652 0.0 -0.1 0.0
H -0.5433 1.6349 -1.0683 0.2 0.0 0.1
H -1.9040 0.5763 -0.7724 -0.1 0.0 0.2
H -0.5459 -1.3534 -0.4158 -0.2 -0.1 0.1
H 0.8046 -0.6786 -1.2366 0.4 0.0 0.1
H -0.2797 0.5702 1.3104 0.1 0.0 0.0
H 1.3835 0.7192 0.7221 0.0 -0.1 -0.1
H 1.4922 -0.7347 2.8368 0.0 0.0 0.1
```
Forces are in eV/Å.

- Structure (SMILES): CCCS
- Kohn-Sham gap: 10.05 eV
- E_HOMO: -9.00 eV
- Maximum force: 0.536 eV/A

***

[14]
Computed, not measured: a cluster of 2 separate species, C3H8S in total, with ωB97M-V/def2-TZVPD.

Structure (XYZ):
```
12
Properties=species:S:1:pos:R:3:forces:R:3
C -0.5970 0.9790 2.1572 -3.6 1.9 -0.5
C -1.1523 1.1650 3.4077 1.5 0.5 -1.8
H -1.0539 1.2323 1.1039 -0.2 -1.2 2.3
H 0.4166 0.8813 1.9239 1.8 -0.2 0.8
H -2.2242 1.3365 3.7291 1.5 -0.2 -0.9
H -0.3569 1.3706 4.1505 -0.9 -0.8 0.1
C -0.2772 -1.0411 -2.5479 2.6 -0.2 1.0
S 1.0096 -0.4394 -1.2985 -0.3 -0.3 0.3
H 0.1791 -1.9123 -3.0571 -0.6 0.8 -0.1
H -0.4722 -0.1548 -3.1169 -0.2 0.0 -0.7
H -1.0838 -1.3143 -1.9455 -1.5 -0.5 0.5
H 0.6007 -1.0253 -0.1136 0.0 0.2 -1.1
```
Forces are in eV/Å.

- Structure (SMILES): C=C.CS
- Kohn-Sham gap: 10.06 eV
- E_HOMO: -9.10 eV
- Maximum force: 4.131 eV/A

***

[15]
Computed, not measured: a cluster of 2 separate species, C3H8S2 in total, with ωB97M-V/def2-TZVPD.

Structure (XYZ):
```
13
Properties=species:S:1:pos:R:3:forces:R:3
C -0.7276 0.1617 -0.4130 -0.5 0.0 1.1
C -1.8323 0.5556 -1.3902 0.4 2.6 -0.1
S -1.4033 0.1599 1.2236 1.0 0.1 0.1
S 2.3404 -0.5038 -0.3411 -0.6 0.3 0.9
C 2.0835 -0.6051 1.4247 1.2 -2.1 -0.4
H -1.4862 0.6008 -2.4171 0.3 -0.1 -0.1
H 0.1125 0.8735 -0.4440 0.3 0.2 -0.1
H -0.3660 -0.8274 -0.5956 0.3 -0.7 -0.5
H -2.2210 1.5944 -1.1301 0.5 -1.3 -0.3
H -2.6411 -0.1073 -1.3368 -1.1 -1.0 0.1
H 1.1731 -0.0244 1.7157 -0.7 -0.1 0.0
H 2.0224 -1.7154 1.7426 -0.4 1.9 -0.4
H 2.9456 -0.1625 1.9613 -0.6 0.2 -0.2
```
Forces are in eV/Å.

- Kohn-Sham gap: 4.62 eV
- E_HOMO: -8.38 eV
- Maximum force: 2.682 eV/A

***

[16]
Computed, not measured: a cluster of 2 separate species, C3H8S2 in total, with ωB97M-V/def2-TZVPD.

Structure (XYZ):
```
13
Properties=species:S:1:pos:R:3:forces:R:3
C 0.9462 1.7648 -0.8713 -1.8 -2.3 -0.5
C 0.4666 1.1737 -1.9938 -0.2 -0.3 0.5
H 0.6961 1.2525 0.0983 -0.3 1.4 -0.8
H 1.4662 2.6806 -0.9269 1.5 0.4 0.2
H -0.4614 0.5693 -2.0078 1.0 -0.4 0.6
H 0.9369 1.1492 -2.9757 -0.2 1.3 0.0
C -0.3542 -1.9767 0.5366 -1.0 -2.3 0.0
S 0.2086 -0.8786 1.8864 0.4 -0.4 -0.8
S -1.4599 0.3546 2.1832 0.0 0.1 0.1
H 0.2635 -2.9393 0.5301 -0.6 1.3 0.8
H -0.3346 -1.7765 -0.5454 0.2 1.3 0.5
H -1.4162 -2.2914 0.7720 1.2 0.3 -0.2
H -0.9578 0.9178 3.3142 -0.1 -0.3 -0.4
```
Forces are in eV/Å.

- Structure (SMILES): C=C.CSS
- Kohn-Sham gap: 8.76 eV
- E_HOMO: -8.30 eV
- Maximum force: 3.010 eV/A

***

[17]
Computed, not measured: an isolated molecule of C3H8S2, with ωB97M-V/def2-TZVPD.

Structure (XYZ):
```
13
Properties=species:S:1:pos:R:3:forces:R:3
C 1.0838 0.3253 -2.0761 -1.3 0.1 -0.4
S -0.3460 -0.6066 -1.4036 0.6 0.3 -0.1
C -0.3523 0.1363 0.2418 0.1 0.6 -0.1
C -0.9660 -0.7855 1.2334 -0.2 -0.5 0.7
S -0.8154 -0.1326 2.9497 0.4 0.5 -0.3
H 1.2755 -0.1126 -3.0568 0.2 0.1 0.1
H 1.9412 0.2554 -1.4304 0.3 -0.1 0.2
H 0.7796 1.3732 -2.2120 0.3 -0.3 0.0
H 0.6725 0.2633 0.5681 0.4 0.2 -0.2
H -0.8457 1.1225 0.2705 0.1 -0.3 -0.2
H -0.5100 -1.7742 1.1624 0.2 0.1 0.2
H -2.0131 -0.9506 1.0236 -0.4 0.2 0.1
H 0.0959 0.8859 2.7295 -0.7 -0.9 0.0
```
Forces are in eV/Å.

- Structure (SMILES): CSCCS
- Kohn-Sham gap: 9.62 eV
- E_HOMO: -8.77 eV
- Maximum force: 1.348 eV/A

***

Computed values of ΔE to the lowest compared entry with this formula, charge and spin (unit: eV) for the preceding records, in sequence: 2.8395 1.2329 1.9382 5.0748 4.5532 3.9755 5.9652 0.9434 0.4049 0.3902 1.4698 4.4248 0.0530 2.1186 4.5306 2.4355 0.4994.